[1]
An isolated molecule of C2H3F2OP in a non-equilibrium geometry. Source: the Open Molecules 2025 dataset; level of theory: wB97M-V/def2-TZVPD.

Properties
HOMO energy = -10.24 eV
energy above the lowest of the compared OMol25 structures with the same formula, charge and spin = 87.0 kcal/mol
charge = 0
orbital gap = 10.35 eV

Structure (XYZ):
```
9
C2H3F2OP | the Open Molecules 2025 dataset | wB97M-V/def2-TZVPD
C 1.742 -0.488 0.190
C 0.187 -0.646 0.464
O 2.264 0.601 0.283
F -0.102 -1.362 1.629
F -0.227 -1.451 -0.531
P -1.021 0.824 0.520
H 2.230 -1.366 0.063
H -0.514 1.458 -0.634
H -2.002 0.033 -0.182
```

[2]
C11H32ClMgO11S3 as an isolated structure in a non-equilibrium geometry. Source: the Open Molecules 2025 dataset; level of theory: wB97M-V/def2-TZVPD.

Properties
HOMO energy = -11.81 eV
charge = +1
orbital gap = 9.80 eV

Structure (XYZ):
```
59
C11H32ClMgO11S3 | the Open Molecules 2025 dataset | wB97M-V/def2-TZVPD
Mg -0.460 1.152 1.053
Cl -0.902 2.352 2.871
O 1.956 3.118 -2.117
S 1.716 3.194 -0.669
O 0.702 2.389 -0.003
O 3.281 3.008 0.006
C 4.288 3.996 -0.203
C 5.437 3.277 -0.939
C 1.318 4.974 -0.399
H 4.690 4.179 0.793
H 4.029 4.950 -0.663
H 5.033 2.792 -1.827
H 5.767 2.428 -0.340
H 6.195 3.999 -1.244
H 1.850 5.490 -1.199
H 1.783 5.279 0.539
H 0.248 5.165 -0.470
O 1.849 -1.371 -1.953
S 0.491 -1.001 -1.530
O 0.263 0.020 -0.492
O -0.477 -0.570 -2.874
C -0.261 -1.187 -4.129
C -1.014 -0.423 -5.245
C -0.473 -2.609 -1.016
H -0.402 -2.253 -4.306
H 0.791 -1.057 -4.386
H -0.578 0.574 -5.314
H -2.084 -0.397 -5.038
H -1.005 -0.996 -6.172
H -1.557 -2.486 -1.012
H -0.123 -3.000 -0.061
H -0.352 -3.440 -1.710
O -1.324 -0.508 1.622
S -2.281 -1.561 2.025
O -3.384 -1.965 1.047
O -1.458 -2.860 2.487
C -2.150 -4.063 2.664
C -1.763 -5.058 1.568
C -2.927 -1.244 3.675
H -3.227 -3.992 2.515
H -2.132 -4.453 3.682
H -2.082 -4.725 0.581
H -2.297 -5.991 1.750
H -0.753 -5.452 1.685
H -2.170 -1.519 4.410
H -3.809 -1.878 3.771
H -3.192 -0.199 3.832
C 1.258 -0.456 3.245
O 1.411 0.218 1.999
H 2.083 -0.241 3.925
H 0.359 -0.231 3.820
H 1.299 -1.479 2.871
H 2.270 -0.014 1.638
C -2.742 0.694 -0.846
O -1.889 1.587 -0.226
H -2.597 0.885 -1.910
H -2.625 -0.385 -0.744
H -3.768 0.869 -0.523
H -2.110 2.476 -0.513
```

[3]
An isolated molecule of C3H4O3 in a non-equilibrium geometry. Source: the Open Molecules 2025 dataset; level of theory: wB97M-V/def2-TZVPD.

Properties
HOMO energy = -9.70 eV
energy above the lowest of the compared OMol25 structures with the same formula, charge and spin = 45.9 kcal/mol
charge = 0
orbital gap = 9.50 eV

Structure (XYZ):
```
10
C3H4O3 | the Open Molecules 2025 dataset | wB97M-V/def2-TZVPD
C -0.419 0.847 0.610
C 0.240 -0.428 0.149
C -0.273 -0.900 -1.343
H 0.775 0.848 2.207
H -0.436 1.460 -0.286
H -1.505 0.612 0.700
H -0.047 -1.980 -1.663
O 0.260 1.448 1.680
O 1.016 -1.018 0.767
O -0.785 -0.187 -2.129
```

[4]
C28H46BaBrNOP2 as an isolated structure in a non-equilibrium geometry. Source: the Open Molecules 2025 dataset; level of theory: wB97M-V/def2-TZVPD.

Properties
HOMO energy (alpha / beta) = -11.86 / -11.86 eV
energy above the lowest of the compared OMol25 structures with the same formula, charge and spin = 0.0 kcal/mol
charge = +2
orbital gap (alpha / beta) = 4.21 / 4.20 eV

Structure (XYZ):
```
80
C28H46BaBrNOP2 | the Open Molecules 2025 dataset | wB97M-V/def2-TZVPD
N -5.816 4.923 -3.504
C -5.695 5.540 -2.331
C -4.621 5.301 -1.463
C -3.615 4.366 -1.827
C -3.747 3.779 -3.123
C -4.870 4.078 -3.909
C -2.500 4.105 -0.940
Ba 0.818 3.165 0.206
P 4.979 -0.190 0.455
C -1.481 3.216 -1.319
C -1.687 1.770 -1.304
C -0.885 0.935 -2.138
C -0.804 -0.423 -1.857
C -1.585 -1.014 -0.832
C -2.464 -0.188 -0.081
C -2.639 1.143 -0.433
Br 0.992 0.085 0.517
H -2.481 4.656 0.037
H -0.586 3.625 -1.869
H -4.603 5.828 -0.520
H -2.990 3.099 -3.521
H -6.491 6.238 -2.059
H -5.007 3.610 -4.887
H -0.359 1.408 -2.988
H -3.447 1.761 -0.003
H -0.051 -1.024 -2.373
H -2.977 -0.606 0.792
P -1.279 -2.728 -0.347
C 4.354 1.496 0.712
C 5.416 2.523 0.300
H 4.105 1.603 1.777
H 3.430 1.591 0.119
H 5.133 3.529 0.625
H 6.389 2.293 0.751
H 5.566 2.555 -0.784
C 4.210 -0.755 -1.113
C 4.966 -1.957 -1.698
H 4.248 0.097 -1.808
H 3.151 -0.985 -0.922
H 4.594 -2.187 -2.702
H 6.037 -1.741 -1.786
H 4.848 -2.857 -1.084
C 4.152 -1.306 1.687
C 5.085 -1.606 2.877
H 3.914 -2.244 1.154
H 3.195 -0.855 1.995
H 4.616 -2.327 3.562
H 6.023 -2.051 2.513
H 5.333 -0.702 3.454
C -0.908 -2.829 1.450
C -1.034 -4.276 1.940
H -1.552 -2.134 2.026
H 0.109 -2.423 1.569
H -2.081 -4.551 2.149
H -0.650 -4.993 1.200
H -0.443 -4.382 2.858
C 0.011 -3.531 -1.342
C -0.154 -3.701 -2.867
H 0.120 -4.547 -0.927
H 0.953 -3.007 -1.127
H -0.952 -4.428 -3.074
H -0.385 -2.770 -3.404
H 0.803 -4.070 -3.273
C -2.825 -3.657 -0.569
C -4.022 -3.129 0.211
H -2.625 -4.694 -0.263
H -3.040 -3.647 -1.650
H -4.199 -2.062 -0.004
H -4.923 -3.694 -0.066
H -3.897 -3.234 1.299
C -1.172 0.784 3.468
C -0.275 1.929 3.167
C 0.991 2.054 3.936
O -0.526 2.755 2.234
H -1.389 0.739 4.555
H -0.675 -0.176 3.200
H -2.108 0.863 2.895
H 1.701 1.253 3.661
H 1.455 3.028 3.715
H 0.817 1.958 5.021
```

[5]
C22H44CrP as an isolated structure in a non-equilibrium geometry. Source: the Open Molecules 2025 dataset; level of theory: wB97M-V/def2-TZVPD.

Properties
multiplicity = 4
⟨S²⟩ = 4.1848
HOMO energy (alpha / beta) = -14.48 / -14.90 eV
charge = +2
orbital gap (alpha / beta) = 6.26 / 6.67 eV

Structure (XYZ):
```
68
C22H44CrP | the Open Molecules 2025 dataset | wB97M-V/def2-TZVPD
C 2.259 0.769 -1.426
H 1.856 0.306 -2.327
H 2.610 1.789 -1.669
H 0.562 -0.793 -0.349
C 3.389 -0.127 -0.882
H 3.643 0.050 0.182
H 3.141 -1.206 -0.946
C 4.637 0.149 -1.725
H 5.537 -0.337 -1.347
H 4.446 -0.177 -2.759
H 4.784 1.238 -1.727
C -0.969 1.912 1.657
C 0.402 1.799 2.037
C 1.210 2.484 1.057
C 0.313 2.957 0.017
C -1.029 2.552 0.382
C -2.251 3.085 -0.263
C 0.671 3.973 -1.007
C 2.618 2.913 1.240
C 0.900 1.328 3.351
C -2.123 1.526 2.501
Cr 0.636 0.786 -0.183
H -0.060 3.971 -1.824
H 0.703 4.988 -0.571
H 1.657 3.757 -1.434
H -2.024 3.451 -1.269
H -3.032 2.319 -0.323
H -2.672 3.927 0.305
H -1.876 0.635 3.097
H -2.441 2.306 3.213
H -2.988 1.303 1.862
H 1.993 1.213 3.326
H 0.662 2.023 4.167
H 0.436 0.364 3.601
H 3.117 3.002 0.267
H 2.675 3.893 1.745
H 3.172 2.183 1.848
C -3.434 -0.581 -0.761
C -2.537 -1.316 0.244
C -3.086 -2.719 0.570
P -0.764 -1.455 -0.210
C 0.029 -2.458 1.158
C 0.039 -3.922 0.738
C 1.425 -1.965 1.559
C -0.573 -1.950 -1.997
C -1.350 -3.215 -2.329
C -0.884 -0.754 -2.926
H -3.522 -1.126 -1.710
H -3.090 0.442 -0.969
H -4.450 -0.500 -0.341
H -2.521 -0.715 1.171
H -2.942 -3.410 -0.275
H -2.614 -3.157 1.461
H -4.164 -2.653 0.768
H -0.638 -2.279 2.024
H 0.622 -4.063 -0.184
H 0.498 -4.526 1.532
H -0.983 -4.298 0.585
H 1.407 -0.900 1.862
H 1.782 -2.553 2.416
H 2.149 -2.090 0.742
H 0.503 -2.168 -2.072
H -2.434 -3.037 -2.348
H -1.050 -3.552 -3.332
H -1.115 -4.032 -1.635
H -0.572 0.240 -2.539
H -0.338 -0.891 -3.873
H -1.959 -0.704 -3.154
```

[6]
C35H34AsAuBr2N2O2 as an isolated structure. Source: the Open Molecules 2025 dataset; level of theory: wB97M-V/def2-TZVPD.

Properties
HOMO energy = -1.57 eV
charge = -2
orbital gap = 5.68 eV

Structure (XYZ):
```
77
C35H34AsAuBr2N2O2 | the Open Molecules 2025 dataset | wB97M-V/def2-TZVPD
Au -0.921 1.296 0.723
Br -5.331 4.688 -3.028
C -4.682 2.906 -3.247
C -5.269 2.115 -4.221
C -4.844 0.828 -4.428
Br -5.700 -0.209 -5.792
C -3.799 0.276 -3.649
C -3.312 -1.040 -3.800
C -2.306 -1.490 -2.992
C -1.779 -0.622 -2.025
N -2.198 0.608 -1.858
C -3.191 1.085 -2.643
C -3.612 2.492 -2.398
O -3.076 3.209 -1.544
H -6.072 2.523 -4.821
H -3.749 -1.680 -4.555
H -1.913 -2.496 -3.083
H -0.986 -0.942 -1.359
C -3.676 1.207 2.067
C -2.210 1.581 2.253
O -1.875 2.030 3.344
H -4.243 1.325 2.996
H -3.738 0.179 1.698
H -4.086 1.843 1.276
C 4.012 0.742 5.967
C 3.578 0.544 4.539
C 3.742 -0.670 3.893
C 3.304 -0.866 2.586
C 3.542 -2.230 1.980
C 2.660 0.174 1.892
As 2.094 -0.235 0.030
N 0.817 0.965 -0.490
C 1.127 1.799 -1.550
C 0.170 2.759 -1.957
C 0.402 3.615 -3.014
C 1.601 3.584 -3.727
C 2.561 2.665 -3.336
C 2.341 1.795 -2.274
C 0.918 -1.807 0.290
C 0.166 -2.159 1.420
C 0.105 -1.360 2.696
C -0.606 -3.324 1.388
C -0.673 -4.144 0.277
C -1.510 -5.395 0.275
C 0.051 -3.768 -0.849
C 0.832 -2.622 -0.860
C 1.508 -2.242 -2.158
C 2.581 1.439 2.502
C 2.054 2.672 1.813
C 3.017 1.587 3.816
H 4.456 -0.170 6.372
H 3.164 1.012 6.601
H 4.749 1.544 6.053
H 4.222 -1.494 4.415
H 4.417 -2.694 2.440
H 3.714 -2.175 0.903
H 2.687 -2.892 2.131
H -0.780 2.812 -1.435
H -0.378 4.320 -3.280
H 1.778 4.258 -4.558
H 3.511 2.614 -3.860
H 3.125 1.100 -2.008
H 0.354 -0.314 2.551
H 0.780 -1.777 3.451
H -0.910 -1.391 3.097
H -1.199 -3.572 2.264
H -2.239 -5.379 1.086
H -0.889 -6.286 0.402
H -2.052 -5.504 -0.666
H -0.017 -4.368 -1.752
H 1.258 -2.963 -2.938
H 2.593 -2.196 -2.057
H 1.181 -1.254 -2.494
H 2.242 2.664 0.743
H 2.525 3.558 2.247
H 0.973 2.756 1.946
H 2.910 2.561 4.285
```

[7]
An isolated molecule of C6H8O3S in a non-equilibrium geometry. Source: the Open Molecules 2025 dataset; level of theory: wB97M-V/def2-TZVPD.

Properties
HOMO energy = -9.29 eV
energy above the lowest of the compared OMol25 structures with the same formula, charge and spin = 79.2 kcal/mol
charge = 0
orbital gap = 8.96 eV

Structure (XYZ):
```
18
C6H8O3S | the Open Molecules 2025 dataset | wB97M-V/def2-TZVPD
C -1.132 0.208 -1.565
C -0.623 0.529 1.479
C 1.368 0.616 0.104
C -1.293 -0.860 -0.925
C 0.450 -0.152 0.787
C 2.377 0.002 -0.834
O -0.825 1.130 -2.247
O -2.126 -1.603 1.503
O -3.132 0.485 0.566
S -2.009 -0.370 0.775
H -0.533 0.486 2.548
H -0.621 1.586 1.185
H 0.990 1.616 -0.096
H -1.250 -1.885 -0.947
H 0.360 -1.199 0.826
H 2.003 -0.032 -1.784
H 2.651 -1.001 -0.575
H 3.345 0.443 -0.799
```

[8]
C19H32Cl2N3O5V as an isolated structure in a non-equilibrium geometry. Source: the Open Molecules 2025 dataset; level of theory: wB97M-V/def2-TZVPD.

Properties
multiplicity = 4
⟨S²⟩ = 3.7741
HOMO energy (alpha / beta) = -2.36 / -3.40 eV
energy above the lowest of the compared OMol25 structures with the same formula, charge and spin = 69.2 kcal/mol
charge = -1
orbital gap (alpha / beta) = 4.23 / 5.26 eV

Structure (XYZ):
```
62
C19H32Cl2N3O5V | the Open Molecules 2025 dataset | wB97M-V/def2-TZVPD
O 0.817 -0.102 -2.313
C -0.308 0.383 -2.264
C -0.485 1.829 -2.709
C 0.169 2.863 -2.056
H 0.436 2.741 -1.002
C 0.424 4.017 -2.778
H 1.013 4.780 -2.320
C 0.038 4.130 -4.103
H 0.292 5.016 -4.674
C -0.721 3.131 -4.677
H -1.072 3.209 -5.693
C -0.990 1.983 -3.992
H -1.537 1.136 -4.411
H -1.196 -0.222 -2.651
C -2.660 -0.963 -0.796
C -1.870 0.280 -0.601
H -3.611 -0.822 -1.358
H -2.932 -1.198 0.250
H -2.126 -1.786 -1.288
C -2.439 1.470 -0.302
C -3.900 1.605 -0.099
H -1.859 2.382 -0.282
H -4.287 2.056 -1.012
H -4.137 2.272 0.719
H -4.420 0.673 0.112
V -1.500 0.213 1.336
Cl -0.029 1.990 1.492
Cl -3.356 0.026 2.816
H 4.637 1.691 -1.665
H 4.799 1.713 0.821
C 3.541 1.644 -1.585
C 3.704 1.684 0.890
N 3.147 1.088 -0.302
H 3.124 1.021 -2.383
C 2.708 -0.197 -0.222
O 2.180 -0.690 0.762
H 3.401 1.103 1.762
H 2.647 -0.711 -1.202
H 3.164 2.666 -1.680
H 3.359 2.715 0.974
H -0.607 -5.253 1.821
H 1.318 -5.544 0.013
C -1.084 -4.658 1.034
C 0.746 -4.847 -0.614
N -0.072 -4.001 0.221
H -1.750 -3.913 1.478
C 0.029 -2.667 0.198
O -0.857 -1.951 0.722
H 1.429 -4.229 -1.212
H 0.935 -2.260 -0.275
H -1.648 -5.356 0.409
H 0.100 -5.444 -1.276
N 0.492 0.241 5.180
C 0.261 -1.193 4.971
C 0.198 -1.420 3.463
O 0.434 -2.516 2.996
O -0.109 -0.294 2.900
H 1.496 0.429 5.236
H 0.090 0.575 6.053
H 0.076 0.752 4.357
H 1.049 -1.776 5.422
H -0.691 -1.492 5.389
```

[9]
C7H11NO as an isolated structure in a non-equilibrium geometry. Source: the Open Molecules 2025 dataset; level of theory: wB97M-V/def2-TZVPD.

Properties
HOMO energy = -8.71 eV
energy above the lowest of the compared OMol25 structures with the same formula, charge and spin = 134.3 kcal/mol
charge = 0
orbital gap = 9.24 eV

Structure (XYZ):
```
20
C7H11NO | the Open Molecules 2025 dataset | wB97M-V/def2-TZVPD
C 2.265 -0.701 -1.018
C 1.218 -0.516 0.053
C 1.251 -1.098 1.411
C 0.111 0.417 -0.021
C -1.158 0.142 -0.207
C -2.318 1.053 0.149
C -1.634 -1.300 -0.411
H 2.158 -1.439 -2.051
H 3.475 -0.959 -0.333
H 2.394 0.471 -1.497
H 0.353 -0.846 2.040
H 1.947 -1.795 1.740
H -0.314 2.442 -0.492
H 1.143 2.146 0.823
H -1.895 1.492 1.059
H -3.207 0.571 0.199
H -2.556 1.924 -0.656
H -0.989 -2.152 -0.504
N 0.547 1.724 -0.073
O -2.793 -1.575 -0.212
```

[10]
An isolated ion of composition CHN2O3P and charge -2 in a non-equilibrium geometry. Source: the Open Molecules 2025 dataset; level of theory: wB97M-V/def2-TZVPD.

Properties
HOMO energy = 0.48 eV
energy above the lowest of the compared OMol25 structures with the same formula, charge and spin = 11.0 kcal/mol
charge = -2
orbital gap = 6.97 eV

Structure (XYZ):
```
8
CHN2O3P | the Open Molecules 2025 dataset | wB97M-V/def2-TZVPD
C -1.173 -0.961 -0.757
N -1.721 -1.932 -1.069
N -0.562 0.226 -0.258
O 1.754 -0.564 -1.456
O 1.428 1.985 -0.644
O 0.176 0.957 -2.691
P 0.965 0.691 -1.377
H -0.473 0.191 0.774
```

no.,calculated total energy (hartree)
1,-694.27321
2,-3120.59119
3,-342.38283
4,-4506.18233
5,-2249.80587
6,-9133.67074
7,-857.19488
8,-3148.04658
9,-403.11992
10,-715.36939